54
Properties=species:S:1:pos:R:3:forces:R:3 method="wB97M-V/def2-TZVPD" lumo_ev="-8.80 / -6.98" e_homo_ev="-15.208 / -15.364" spin_multiplicity=4 charge=+2 s_squared=3.9172 de_lowest_kcal_mol=0.00 homo_lumo_gap_ev="6.40 / 8.38"
Cr -0.108 0.097 -0.050 0.2547 -0.3752 2.9595
P 2.135 -0.817 0.030 0.1204 -0.3852 -0.3792
C 2.297 -0.938 -1.789 0.3990 0.1455 -0.0699
C 1.032 -1.464 -2.413 0.1233 -0.1596 0.2763
N -0.131 -1.057 -1.843 0.3641 1.1429 0.1417
C -1.291 -1.317 -2.471 -0.4494 -0.5443 0.0231
C -1.341 -2.162 -3.564 0.1025 -0.1803 -0.3398
C -0.166 -2.679 -4.109 -0.2378 0.1308 0.3839
C 1.036 -2.311 -3.508 0.3187 -0.2805 -0.2434
C -2.561 -0.741 -1.907 -0.2107 -0.0573 0.3689
P -2.242 0.745 -0.910 0.2765 -0.1486 -0.3603
H 1.983 -2.718 -3.869 -0.3000 0.3448 0.0183
H -2.314 -2.442 -3.947 0.0863 0.1315 -0.1991
H -0.200 -3.348 -4.975 0.0806 0.2490 0.4095
H -3.255 -0.424 -2.702 0.0890 -0.5802 0.2209
H -3.030 -1.459 -1.214 -0.1008 0.0171 -0.4852
H 2.479 0.122 -2.105 -0.1201 -0.8251 -0.0747
H 3.156 -1.569 -2.051 -0.1166 0.2946 -0.1135
H 0.818 3.457 -2.199 1.2590 -1.3803 -0.9145
O 1.361 2.664 -2.548 0.3621 1.0121 0.5467
H 2.283 2.980 -2.708 -1.2316 -0.2138 0.1305
H -0.024 3.744 -0.408 -0.0825 0.4701 -0.1498
O -0.324 4.077 -1.269 -0.5310 1.0726 0.9657
H -0.729 4.960 -1.110 0.5444 -0.6977 -0.1109
C -2.206 2.036 -2.146 -0.2150 0.2442 0.1124
H -3.168 2.032 -2.672 0.2079 0.2557 0.0054
H -1.961 2.986 -1.661 -0.4328 -0.2551 -0.3852
H -1.380 1.822 -2.833 -0.1382 0.0083 -0.0359
C -3.612 0.893 0.235 0.0099 0.1235 0.1015
H -3.429 1.784 0.852 -0.3257 -0.2510 -0.1177
H -4.553 0.966 -0.328 0.1497 0.0512 0.3409
H -3.600 0.000 0.878 -0.1454 0.3439 -0.1537
C 2.133 -2.501 0.684 -0.2116 -0.0029 0.1833
H 3.081 -3.009 0.490 -0.0852 0.0922 0.0057
H 1.950 -2.449 1.763 0.0970 -0.0709 -0.1767
H 1.313 -3.061 0.231 0.0400 -0.0786 0.0276
C 3.644 -0.039 0.623 -0.0293 0.4531 0.1053
H 3.476 0.260 1.667 0.2354 -0.0498 -0.2717
H 4.505 -0.722 0.554 -0.3352 0.1908 -0.0015
H 3.825 0.860 0.016 0.0711 -0.1982 0.2738
C -1.514 1.076 4.161 -0.0557 0.0850 -0.1461
Si -0.113 0.086 3.413 0.6041 -0.3556 3.6807
C 1.546 0.751 3.988 -0.1515 0.1910 -0.1575
C -0.186 -1.691 4.013 -0.2308 -0.0195 -0.2501
O -0.245 0.167 1.833 -0.2143 0.1168 -6.0492
H -1.450 1.041 5.255 0.0189 -0.0070 -0.1654
H -2.499 0.693 3.876 0.1028 -0.0718 0.0387
H -1.482 2.129 3.862 0.0765 -0.0612 0.0540
H 1.564 0.737 5.084 0.0564 0.0028 -0.1465
H 2.399 0.159 3.641 -0.1143 -0.0682 0.0792
H 1.715 1.785 3.672 -0.0170 -0.0096 0.0642
H -1.095 -2.208 3.690 0.0211 0.0405 0.0607
H 0.665 -2.301 3.692 -0.0146 0.1172 0.0605
H -0.187 -1.684 5.110 0.0260 0.0007 -0.1417



19
Properties=species:S:1:pos:R:3:forces:R:3 method="wB97M-V/def2-TZVPD" smiles=C[NH2+][C@]1(N)CN1C lumo_ev=-2.96 e_homo_ev=-13.882 charge=+1 de_lowest_kcal_mol=77.80 homo_lumo_gap_ev=10.93
C 1.120 -0.658 -0.641 2.9334 0.2342 -1.0135
C 0.046 0.093 -0.028 -1.2011 -0.0704 1.3699
C 1.739 0.024 1.688 3.8846 3.7511 2.7431
C -2.045 -0.220 -1.329 -0.7016 -2.8835 -1.6834
N 0.910 -0.648 0.838 -1.6602 -1.7511 -3.0836
N -0.166 1.469 0.127 -0.1777 -0.9883 -0.7341
N -1.295 -0.697 -0.118 -1.3427 4.3310 -0.3074
H 1.081 -1.631 -1.168 -0.6578 0.5685 0.5047
H 1.993 -0.073 -1.102 -1.2855 -0.5479 1.0932
H 1.134 0.727 2.349 0.6152 -1.6493 0.1489
H 2.526 -0.645 2.235 -1.9749 1.1530 -0.7340
H 2.388 0.893 1.247 -0.7251 -1.6507 -0.1224
H -2.234 0.807 -1.294 0.1647 1.5386 0.3457
H -1.473 -0.507 -2.232 -0.0111 0.4382 0.5508
H -3.046 -0.713 -1.512 1.1141 0.1959 0.8943
H 0.170 2.017 -0.642 0.1125 0.4579 0.0959
H 0.032 1.811 1.052 0.1623 0.2735 -0.0896
H -0.985 -1.615 -0.159 -0.0445 -2.5553 0.2327
H -1.896 -0.433 0.689 0.7952 -0.8457 -0.2113



131
Properties=species:S:1:pos:R:3:forces:R:3 method="wB97M-V/def2-TZVPD" lumo_ev=-2.87 e_homo_ev=-10.003 charge=+1 homo_lumo_gap_ev=7.13
C 1.954 -4.554 -0.686 -0.0554 0.7685 -0.3720
C 0.889 -3.524 -1.115 0.2324 -0.2728 -0.0493
C 1.442 -2.136 -0.877 0.5127 -0.2177 -0.6751
O 0.390 -1.116 -0.656 -0.7229 -1.5305 -0.7863
C 0.654 -0.259 0.237 1.3861 1.5624 0.4708
N -0.042 -0.140 1.320 -0.8794 0.1086 0.8253
C -1.224 -0.949 1.654 -0.3620 -0.1304 0.0655
S -0.893 -2.730 1.728 0.0126 -0.1673 -0.4806
C -1.356 -3.365 3.370 0.2974 -0.3170 0.2681
C -0.139 -3.936 4.094 0.1507 0.1740 0.0413
C 0.518 0.925 2.179 -0.0030 0.1072 1.7474
S -0.168 2.597 1.833 0.3772 0.6490 -0.7080
C 0.281 0.751 3.694 -0.7895 -0.9547 -0.6781
C 0.627 -0.625 4.262 0.7811 0.9773 -0.0990
F -0.410 -1.088 5.029 -0.4683 -0.2598 0.0736
C 2.012 0.781 1.783 -1.2686 1.4366 -1.3851
C 2.987 1.732 2.435 0.2464 -0.7606 1.2813
C 3.553 1.102 3.750 0.0882 0.5343 -0.9242
C 5.061 1.157 3.760 -0.1402 -0.6611 0.7425
O 5.544 0.175 2.844 0.2301 0.2123 -0.0706
C 1.768 0.809 0.254 0.1540 -1.4771 -0.8862
C 2.925 0.614 -0.723 -0.3724 0.1189 -0.4927
Cl 2.176 0.607 -2.389 0.0315 0.1127 0.0080
C 3.952 1.737 -0.725 -0.1067 0.1088 0.3552
C 3.351 3.141 -0.590 0.3448 -0.6717 -0.6531
H 2.529 -4.150 0.141 -0.0162 -0.2762 0.4350
H 1.519 -5.511 -0.434 0.0017 -0.1680 0.0426
H 2.664 -4.668 -1.499 0.1129 -0.3015 -0.0819
H -0.066 -3.703 -0.646 -0.1453 0.1254 0.3798
H 0.730 -3.645 -2.181 -0.2376 0.0621 -0.2048
H 2.014 -1.862 -1.756 -0.1063 0.3922 -0.1199
H 2.141 -2.086 -0.047 -0.2697 -0.1530 0.4321
H -1.638 -0.648 2.608 0.1695 0.2571 0.1695
H -1.978 -0.731 0.907 -0.1099 -0.1556 -0.2417
H -2.018 -4.205 3.189 -0.3467 0.0661 -0.3152
H -1.909 -2.655 3.973 0.0685 0.3494 -0.1105
H -0.332 -4.048 5.155 -0.1291 -0.0875 0.1424
H 0.744 -3.313 3.989 0.0432 0.1234 0.0278
H 0.120 -4.907 3.688 0.0227 -0.2053 -0.0697
H -1.498 2.385 1.785 0.2172 -0.5003 0.1800
H 0.756 1.566 4.216 0.3073 0.1994 0.0267
H -0.785 0.911 3.840 -0.1597 -0.0421 0.2985
H 0.856 -1.308 3.446 -0.1684 -0.3847 0.1054
H 1.492 -0.548 4.913 0.1680 -0.1633 0.0677
H 2.174 -0.277 1.982 0.7692 -0.0068 0.4390
H 2.515 2.674 2.704 -0.1095 0.2113 -0.3116
H 3.855 1.933 1.825 -0.1322 0.0530 -0.3868
H 3.147 1.603 4.623 -0.0325 -0.0493 0.1962
H 3.319 0.046 3.767 -0.2357 -0.2519 0.2749
H 5.373 0.847 4.758 0.2306 0.3541 0.1746
H 5.432 2.157 3.536 0.1440 0.0772 -0.0476
H 6.409 -0.101 3.174 -0.1646 0.0020 -0.3476
H 1.222 1.663 -0.155 0.1042 0.4901 0.6134
H 3.389 -0.357 -0.638 0.2781 -0.1701 0.1432
H 4.489 1.694 -1.664 0.1043 -0.2009 -0.1808
H 4.693 1.528 0.044 0.0970 0.0388 0.1730
H 4.054 3.812 -1.069 0.0535 0.4904 0.2356
H 3.154 3.425 0.435 -0.0762 0.2007 0.0771
H 2.444 3.180 -1.186 -0.2292 0.2173 0.0379
C 4.324 6.823 -2.965 0.1391 -0.0557 0.0123
O 4.959 5.599 -3.290 -0.2360 0.1453 0.0526
C 4.190 4.756 -4.142 0.2115 -0.3706 0.0358
C 4.826 4.641 -5.512 0.0443 0.3102 0.0055
N 4.717 5.893 -6.250 0.0891 -0.1395 0.0266
C 5.512 5.940 -7.476 -0.1275 0.2087 0.0823
C 7.032 5.864 -7.348 0.0241 -0.0154 -0.3061
O 7.618 6.988 -6.720 -0.0240 -0.1536 0.1240
C 7.663 6.942 -5.306 0.0671 0.2251 -0.0910
H 4.929 7.318 -2.207 0.0384 -0.0464 -0.0129
H 4.253 7.483 -3.834 -0.1274 0.0257 0.0196
H 3.323 6.652 -2.556 -0.0289 0.0410 -0.0407
H 3.151 5.092 -4.214 0.0422 0.1361 -0.0298
H 4.187 3.763 -3.678 -0.0559 -0.0130 -0.0324
H 4.322 3.850 -6.075 0.0204 -0.0022 -0.0211
H 5.873 4.344 -5.365 -0.0364 -0.1831 0.0525
H 5.012 6.653 -5.650 -0.0165 0.0051 -0.0051
H 5.271 6.884 -7.970 0.0376 -0.0270 -0.0580
H 5.173 5.141 -8.143 0.0295 -0.0458 0.0359
H 7.437 5.852 -8.364 0.0044 0.0105 0.0101
H 7.369 4.934 -6.875 -0.0455 0.0385 0.1409
H 7.767 5.921 -4.931 -0.0785 -0.0256 -0.0077
H 6.776 7.409 -4.868 -0.0222 -0.1211 0.1145
H 8.529 7.518 -4.980 0.0170 -0.0091 -0.0602
C -7.836 -7.580 3.824 0.0826 0.1021 0.0737
O -6.700 -7.490 4.665 -0.1345 -0.1147 -0.2023
C -6.066 -8.740 4.915 0.2134 0.0941 0.3307
C -4.701 -8.793 4.258 -0.1474 0.0828 -0.2413
N -4.817 -8.859 2.805 0.1616 0.1132 0.1314
C -3.557 -8.666 2.094 -0.2729 -0.0308 -0.1149
C -2.863 -7.313 2.227 0.2850 -0.1365 -0.1861
O -3.566 -6.235 1.630 0.0594 0.0776 0.2771
C -4.554 -5.632 2.450 -0.0211 0.1016 -0.2721
H -8.320 -6.604 3.816 0.0431 0.0119 0.0403
H -7.559 -7.836 2.796 -0.0904 -0.0974 -0.0105
H -8.549 -8.319 4.201 -0.0093 -0.0250 -0.0564
H -6.691 -9.580 4.599 -0.0081 0.0497 -0.1288
H -5.930 -8.817 5.998 -0.0224 -0.0308 -0.0070
H -4.166 -9.678 4.614 0.0255 0.0068 -0.0155
H -4.146 -7.903 4.583 0.0338 -0.0578 0.1741
H -5.469 -8.150 2.497 -0.0499 -0.0565 -0.0023
H -3.766 -8.825 1.033 0.0876 0.0110 -0.0140
H -2.858 -9.452 2.399 0.0189 0.0359 0.0589
H -1.917 -7.383 1.680 -0.0187 0.0126 -0.0147
H -2.599 -7.075 3.265 -0.1618 0.0243 0.0490
H -4.289 -5.671 3.510 -0.0373 -0.1014 0.0174
H -5.530 -6.095 2.296 -0.0371 -0.0067 0.1818
H -4.641 -4.585 2.153 0.0545 -0.0113 -0.0349
C -2.342 1.223 -1.591 -0.0064 0.1209 -0.0665
O -2.617 2.280 -2.479 0.0503 -0.2287 0.1424
C -3.568 1.954 -3.493 -0.0201 0.3065 -0.3276
C -4.858 2.718 -3.281 0.0177 -0.0852 0.3108
N -5.565 2.231 -2.101 0.0230 0.1140 -0.0945
C -6.688 3.067 -1.681 0.0830 -0.1887 0.1557
C -6.382 4.487 -1.213 -0.3258 0.0617 -0.0059
O -5.647 4.553 -0.001 0.1343 -0.0133 -0.1506
C -4.243 4.472 -0.138 -0.0975 0.0193 0.2582
H -1.512 1.536 -0.954 0.0349 0.0803 -0.0149
H -3.205 1.004 -0.950 0.0203 -0.1775 -0.0030
H -2.046 0.316 -2.131 -0.0424 -0.0537 0.0625
H -3.749 0.877 -3.545 -0.0190 -0.0080 0.1518
H -3.133 2.263 -4.447 0.0202 -0.0247 0.0140
H -5.497 2.594 -4.159 -0.0180 0.0135 0.0091
H -4.600 3.781 -3.192 0.0341 0.0277 -0.1802
H -4.912 2.170 -1.332 -0.0019 0.0009 -0.0051
H -7.175 2.545 -0.853 -0.0610 0.0522 -0.0107
H -7.417 3.111 -2.495 0.0415 0.0430 -0.0365
H -7.341 4.967 -1.000 0.0191 0.0059 0.0277
H -5.904 5.094 -1.989 0.1410 -0.0703 0.0153
H -3.894 4.907 -1.078 0.0011 -0.0781 -0.0516
H -3.898 3.435 -0.060 0.1096 0.0093 -0.1488
H -3.794 5.030 0.686 -0.0591 0.0366 -0.0056



14
Properties=species:S:1:pos:R:3:forces:R:3 method="wB97M-V/def2-TZVPD" smiles="C#C[N@+]1(C)CC=N1" lumo_ev=-4.10 e_homo_ev=-15.656 charge=+1 de_lowest_kcal_mol=178.46 homo_lumo_gap_ev=11.56
C 2.391 0.036 1.208 -3.7816 0.0271 -2.3838
C 1.370 0.022 0.555 -1.9406 -1.1487 -0.2716
C -1.585 -1.073 0.622 1.8522 -0.7655 -0.3649
C -1.172 0.315 0.694 1.1766 3.0851 2.1430
C 0.337 0.320 -1.574 -5.6451 1.0235 -1.9308
N -0.568 -1.445 -0.050 0.3574 -2.7438 -1.2049
N 0.026 -0.143 -0.198 3.2494 1.1061 2.4294
H 3.178 0.448 1.690 2.3493 0.4361 1.4017
H -2.336 -1.791 0.846 -0.7846 0.0525 0.6684
H -1.944 0.982 0.317 0.6435 0.6056 -0.4836
H -0.565 0.777 1.602 -2.1105 -1.1277 -1.2741
H 0.054 -0.453 -2.368 0.9771 0.8451 1.4076
H -0.432 1.201 -1.750 1.3922 -1.7075 0.1380
H 1.244 0.804 -1.594 2.2646 0.3123 -0.2746



39
Properties=species:S:1:pos:R:3:forces:R:3 method="wB97M-V/def2-TZVPD" lumo_ev=1.51 e_homo_ev=-6.977 charge=-1 homo_lumo_gap_ev=8.49
O -1.436 1.512 4.513 0.6846 -0.1434 -0.6049
C -0.928 1.218 3.458 -1.4617 0.1411 0.8901
O 0.384 1.551 3.189 -0.2755 -0.1429 0.0887
C -1.761 0.439 2.408 1.9231 0.4731 0.0601
C -0.944 0.308 1.138 -1.1099 0.1788 0.2166
C -0.084 -0.752 0.925 0.1511 -0.7101 1.4334
C 0.684 -0.838 -0.208 0.1413 -0.1791 -0.3547
C 0.571 0.169 -1.141 0.9161 -0.1531 -1.0924
C -0.295 1.225 -0.956 0.1087 0.7861 -0.7188
C -1.061 1.294 0.184 -0.4265 0.5656 -0.3889
C -0.314 2.275 -2.035 -0.2902 0.1053 0.0107
O -1.328 2.792 -2.464 0.6520 0.0154 0.4749
C 1.063 2.603 -2.577 -0.9427 -0.1061 0.4245
C 1.470 3.885 -2.861 -0.7303 0.4889 0.0906
C 2.727 4.078 -3.370 0.8301 0.8427 -0.4434
C 3.574 3.018 -3.605 0.6024 -0.3148 -0.1667
C 3.177 1.737 -3.292 0.4541 -0.4903 -0.3550
C 1.923 1.545 -2.775 -0.5772 -1.2104 0.3514
C 1.406 0.171 -2.395 -0.1288 -0.1570 -0.1115
O 1.619 -0.820 -3.066 0.2588 0.4801 0.4853
H 0.416 2.363 2.669 0.0188 -0.1021 -0.1583
H -2.671 1.020 2.254 -0.0218 -0.2082 0.0368
H -1.984 -0.533 2.847 -0.1882 0.0367 -0.1223
H -0.014 -1.529 1.700 -0.0333 0.5359 -0.6512
H 1.380 -1.646 -0.404 -0.1784 -0.0924 0.2095
H -1.736 2.141 0.287 -0.0394 -0.1801 0.1408
H 0.798 4.716 -2.674 0.0402 -0.0686 -0.1025
H 3.113 5.061 -3.624 -0.3317 0.0643 0.1479
H 4.556 3.183 -4.036 -0.0782 0.0633 0.0867
H 3.811 0.871 -3.459 -0.0016 0.1306 -0.0196
B -2.380 -5.908 2.351 -0.3717 -1.1256 0.1909
O -3.215 -4.669 2.342 0.4814 0.2382 -0.1190
C -2.437 -3.644 2.086 -1.0971 0.2116 0.1556
O -2.798 -2.497 2.008 0.2335 0.1489 -0.0199
C -1.010 -4.139 1.904 1.1688 -0.5916 -0.1360
O -0.045 -3.454 1.656 -0.2723 -0.3857 0.1612
O -0.990 -5.441 2.058 -0.2401 0.4710 -0.0252
F -2.810 -6.788 1.363 0.0813 0.2011 0.0633
F -2.431 -6.517 3.601 0.0507 0.1828 -0.1286



12
Properties=species:S:1:pos:R:3:forces:R:3 method="wB97M-V/def2-TZVPD" smiles="C[N@@H+]1C#CC=C1" lumo_ev="-7.50 / -6.28" e_homo_ev="-14.778 / -14.797" charge=+1 de_lowest_kcal_mol=193.12 homo_lumo_gap_ev="7.28 / 8.51"
C 1.897 -0.501 0.142 -2.0705 -5.6463 -0.7092
C 0.842 -1.447 0.116 3.3724 3.8355 -0.5191
C 1.781 0.859 0.078 -1.2231 1.1014 1.9876
C 0.460 1.001 -0.224 0.9477 -0.4917 0.0044
C -1.509 -0.617 0.265 0.7671 1.6189 1.0327
N -0.133 -0.426 -0.443 -1.6878 2.3787 1.0438
H 2.448 1.588 0.538 -0.0242 0.1195 -0.8902
H 0.009 1.987 -0.309 -0.8827 -0.5914 -0.3624
H -1.715 -1.652 0.241 0.1673 -1.2525 0.2568
H -1.206 -0.263 1.310 -1.6586 -0.3972 -1.3207
H -2.362 -0.176 -0.348 1.3666 0.3529 1.1759
H -0.513 -0.354 -1.366 0.9258 -1.0277 -1.6995



8
Properties=species:S:1:pos:R:3:forces:R:3 method="wB97M-V/def2-TZVPD" lumo_ev="-0.13 / -6.77" e_homo_ev="-8.004 / -13.241" spin_multiplicity=3 s_squared=2.0076 homo_lumo_gap_ev="7.88 / 6.47"
C 0.020 1.112 0.809 -1.1809 -11.8313 -9.4042
C 0.981 -0.153 -0.995 -1.0080 0.4604 0.4059
C -0.625 -1.190 0.438 -0.1186 0.8969 -0.3597
C -0.201 0.050 -0.176 1.3423 1.4887 2.2385
N 0.103 2.001 1.514 0.9666 10.1678 8.0868
N 1.962 -0.307 -1.554 0.9864 -0.1888 -0.6868
N -0.909 -2.168 0.949 -0.3181 -0.9980 0.4914
F -1.331 0.655 -0.985 -0.6697 0.0043 -0.7720



8
Properties=species:S:1:pos:R:3:forces:R:3 method="wB97M-V/def2-TZVPD" smiles="[H]/N=P/[P@@]12=P(=N1)N2" lumo_ev=-0.56 e_homo_ev=-8.512 de_lowest_kcal_mol=35.57 homo_lumo_gap_ev=7.96
N -0.873 -2.029 0.961 0.2623 1.0041 -0.3493
N -0.378 1.020 0.094 2.0439 0.5587 -1.2729
N -2.299 0.606 -1.085 -0.8468 -0.3280 -1.0117
P -2.277 -1.432 0.631 -0.2874 -1.5873 -0.2462
P -2.037 0.687 0.577 0.8416 2.0997 0.5216
P -0.836 1.012 -1.569 -0.1116 -0.0570 1.7135
H -0.839 -2.993 0.690 -0.0343 -0.9462 0.3211
H 0.566 1.389 0.390 -1.8678 -0.7440 0.3239